C10H12NO2 | ωB97M-V/def2-TZVPD

Geometry as ORCA input:
```
! wB97M-V def2-TZVPD RIJCOSX def2/J DEFGRID3
* xyz 1 1
C 3.270 -0.895 0.248
C 3.018 -0.363 -1.025
C 2.397 -0.804 1.365
C 1.821 0.353 -1.120
C 1.329 0.045 1.202
C 0.984 0.522 -0.045
C -2.092 -0.777 0.212
C -0.571 2.396 -1.281
C -0.165 1.412 -0.293
C -2.349 -2.208 0.208
N -0.856 2.387 0.236
O -2.420 -0.148 1.329
O -1.501 -0.139 -0.649
H 4.132 -1.496 0.241
H 3.648 -0.431 -1.838
H 2.822 -1.194 2.287
H 1.517 0.850 -2.010
H 0.810 0.155 2.127
H 0.107 3.168 -1.540
H -1.447 2.256 -1.789
H -1.869 -2.622 -0.630
H -3.395 -2.481 0.365
H -2.033 -2.591 1.100
H -1.408 2.842 1.066
H -2.093 0.751 1.262
*
```

Summary:
energy relative to the best compared isomer or geometry (same formula, charge and spin): 51.77 kcal per mole
energy: -593.13966 Eh

These are the natural (NBO) partial charges, in e, on atoms 1 to 6:
1 C -0.12
2 C -0.20
3 C -0.20
4 C -0.11
5 C -0.16
6 C -0.20